(1)
This record from OMol25 describes 13 unconnected molecules or ions with the total composition C52H143N13O13. The level of theory is ωB97M-V/def2-TZVPD.

Computed properties:
Charge ... 0
Relative energy (zero: lowest compared OMol25 entry of this formula, charge and spin) ... 841.3 kJ/mol

Last column: Mulliken charge in e.
Element x y z (Å)
C1 1.973 -3.463 -1.725  -1.97
C2 2.207 -2.055 -1.243  1.68
C3 3.669 -1.830 -0.845  -0.49
O1 4.092 -2.578 0.300  -0.56
C4 3.430 -2.522 1.516  -0.64
N1 1.836 -1.100 -2.247  -0.17
H1 2.256 -4.113 -0.897  0.44
H2 2.664 -3.692 -2.536  0.33
H3 0.956 -3.664 -2.062  0.31
H4 1.550 -1.816 -0.407  -0.58
H5 3.709 -0.762 -0.631  0.24
H6 4.359 -2.124 -1.636  0.36
H7 2.409 -2.879 1.644  0.23
H8 3.581 -1.582 2.046  0.14
H9 4.107 -3.094 2.150  0.41
H10 1.391 -0.291 -1.838  -0.36
H11 2.578 -0.761 -2.843  0.34
C5 2.576 4.268 -4.592  -1.57
C6 3.508 3.181 -4.114  0.49
C7 2.817 1.958 -3.420  0.06
O2 3.931 1.097 -3.000  -0.37
C8 4.545 1.481 -1.804  -0.61
N2 4.236 2.909 -5.346  -0.79
H12 3.145 5.184 -4.754  0.35
H13 1.838 4.350 -3.794  0.35
H14 2.008 4.020 -5.489  0.36
H15 4.066 3.768 -3.385  0.31
H16 2.300 1.482 -4.253  0.08
H17 2.146 2.225 -2.604  -0.06
H18 4.940 2.492 -1.901  0.29
H19 5.337 0.777 -1.547  0.41
H20 3.898 1.387 -0.932  0.01
H21 3.574 2.497 -5.987  0.31
H22 4.713 2.087 -5.004  0.36
C9 -1.545 4.986 2.201  -1.47
C10 -0.207 4.760 2.950  1.11
C11 1.048 5.173 2.122  -0.82
O3 1.213 4.262 1.031  -0.14
C12 2.534 4.438 0.457  -0.39
N3 -0.208 5.633 4.143  -0.74
H23 -2.402 4.500 2.668  0.29
H24 -1.402 4.590 1.196  0.29
H25 -1.859 6.022 2.072  0.42
H26 -0.201 3.690 3.156  -0.17
H27 1.843 5.142 2.867  0.33
H28 0.834 6.194 1.803  0.24
H29 3.361 4.346 1.161  0.18
H30 2.550 5.321 -0.181  0.34
H31 2.790 3.566 -0.145  -0.06
H32 -0.782 5.220 4.864  0.31
H33 0.711 5.441 4.516  0.33
C13 7.089 3.546 2.558  -1.76
C14 6.673 2.213 1.998  1.27
C15 7.400 1.000 2.687  -0.79
O4 8.759 0.825 2.322  -0.45
C16 8.928 0.251 1.046  -0.69
N4 5.231 2.098 2.144  -0.22
H34 6.792 3.734 3.590  0.35
H35 6.567 4.387 2.101  0.48
H36 8.156 3.749 2.463  0.41
H37 6.986 2.114 0.959  -0.18
H38 6.962 0.051 2.379  0.20
H39 7.135 1.011 3.745  0.43
H40 9.924 -0.105 0.782  0.31
H41 8.590 0.947 0.279  0.24
H42 8.315 -0.649 1.007  0.28
H43 4.878 1.711 3.008  0.10
H44 4.897 3.046 2.238  0.08
C17 -8.300 -3.118 2.254  -1.47
C18 -7.391 -1.977 1.666  0.54
C19 -6.505 -1.221 2.805  -0.80
O5 -6.029 -0.031 2.222  -0.18
C20 -5.127 0.842 2.917  -0.78
N5 -6.606 -2.782 0.718  -0.62
H45 -9.047 -3.311 1.483  0.39
H46 -8.784 -2.869 3.198  0.38
H47 -7.703 -3.980 2.553  0.35
H48 -8.040 -1.294 1.119  0.23
H49 -5.815 -1.945 3.239  0.34
H50 -7.104 -0.950 3.675  0.40
H51 -5.429 1.264 3.876  0.42
H52 -4.825 1.758 2.409  0.25
H53 -4.246 0.289 3.242  0.24
H54 -5.931 -2.143 0.323  0.11
H55 -7.240 -2.989 -0.041  0.26
C21 1.226 3.708 9.782  -1.42
C22 1.330 2.193 9.618  0.67
C23 1.946 1.628 8.319  -1.01
O6 1.304 2.159 7.128  -0.22
C24 -0.032 1.552 6.908  -0.74
N6 2.007 1.647 10.768  -0.75
H56 2.188 4.218 9.823  0.30
H57 0.572 3.811 10.648  0.41
H58 0.666 4.207 8.992  0.29
H59 0.311 1.824 9.732  0.30
H60 2.226 0.577 8.394  0.45
H61 2.947 2.053 8.398  0.41
H62 0.059 0.470 7.004  0.33
H63 -0.394 1.818 5.915  0.14
H64 -0.765 1.949 7.610  0.35
H65 1.439 1.819 11.585  0.26
H66 2.156 0.648 10.747  0.23
C25 -8.119 5.899 -3.470  -1.36
C26 -6.584 5.654 -3.341  0.43
C27 -6.244 4.536 -2.389  -0.78
O7 -6.979 3.296 -2.393  -0.39
C28 -6.680 2.317 -1.444  -0.43
N7 -5.941 5.336 -4.642  -0.59
H67 -8.359 6.380 -4.418  0.41
H68 -8.429 6.428 -2.569  0.33
H69 -8.591 4.942 -3.690  0.29
H70 -6.240 6.587 -2.894  0.20
H71 -6.352 5.000 -1.408  0.50
H72 -5.158 4.458 -2.455  0.51
H73 -5.828 1.675 -1.667  -0.08
H74 -7.566 1.688 -1.368  0.28
H75 -6.538 2.736 -0.448  0.36
H76 -5.102 4.774 -4.611  0.23
H77 -5.815 6.144 -5.235  0.24
C29 -1.891 2.312 -3.539  -1.19
C30 -3.027 1.956 -4.480  0.17
C31 -3.606 0.483 -4.323  -0.35
O8 -4.642 0.308 -5.308  -0.48
C32 -5.330 -0.935 -5.152  -0.66
N8 -4.074 2.910 -4.424  -0.44
H78 -1.654 3.356 -3.741  0.44
H79 -0.996 1.739 -3.783  0.32
H80 -2.198 2.121 -2.511  -0.08
H81 -2.636 2.048 -5.493  0.34
H82 -3.878 0.228 -3.298  -0.04
H83 -2.948 -0.338 -4.605  0.72
H84 -6.018 -1.092 -5.983  0.37
H85 -5.881 -1.027 -4.216  0.24
H86 -4.619 -1.756 -5.244  0.14
H87 -4.642 2.942 -3.590  -0.06
H88 -4.705 2.359 -4.989  0.45
C33 1.266 -3.373 -5.327  -1.16
C34 2.528 -2.556 -5.710  0.52
C35 2.850 -2.330 -7.218  -0.97
O9 3.175 -3.507 -7.963  -0.33
C36 3.327 -3.323 -9.365  -0.76
N9 2.196 -1.270 -5.205  -0.36
H89 1.082 -3.473 -4.257  0.15
H90 1.208 -4.393 -5.708  0.35
H91 0.386 -2.881 -5.742  0.34
H92 3.421 -2.773 -5.123  0.26
H93 3.592 -1.538 -7.323  0.47
H94 2.025 -1.788 -7.680  0.33
H95 4.132 -2.652 -9.665  0.31
H96 2.404 -2.903 -9.767  0.32
H97 3.593 -4.282 -9.809  0.24
H98 1.365 -0.855 -5.602  0.31
H99 1.869 -1.397 -4.257  0.19
C37 -0.317 0.919 2.007  -1.70
C38 -0.141 0.531 0.501  1.42
C39 -1.418 0.304 -0.321  -1.17
O10 -2.224 -0.759 0.189  0.21
C40 -3.456 -0.912 -0.450  -0.57
N10 0.828 1.316 -0.144  0.45
H100 -1.073 0.282 2.467  0.40
H101 -0.805 1.871 2.214  0.09
H102 0.680 1.015 2.438  0.71
H103 0.163 -0.515 0.525  -1.00
H104 -1.062 -0.065 -1.282  0.36
H105 -1.990 1.221 -0.464  0.31
H106 -3.282 -1.182 -1.492  0.48
H107 -4.004 0.015 -0.617  0.16
H108 -3.978 -1.688 0.110  -0.09
H109 1.777 0.980 -0.068  -0.04
H110 0.752 2.155 0.414  -0.16
C41 -1.488 -3.131 2.534  -0.90
C42 -1.267 -4.705 2.497  0.52
C43 -1.206 -5.275 3.981  -0.83
O11 -0.076 -4.873 4.756  -0.40
C44 1.154 -5.014 4.124  -0.35
N11 -2.393 -5.325 1.876  -0.71
H111 -1.365 -2.471 1.675  0.09
H112 -0.665 -2.765 3.148  0.26
H113 -2.439 -2.771 2.926  0.33
H114 -0.415 -5.091 1.937  0.24
H115 -1.181 -6.359 3.873  0.44
H116 -2.116 -5.000 4.514  0.37
H117 1.230 -5.941 3.555  0.33
H118 1.943 -5.001 4.876  0.28
H119 1.179 -4.116 3.508  -0.07
H120 -2.429 -5.262 0.869  0.21
H121 -2.558 -6.307 2.046  0.21
C45 3.735 -0.412 4.564  -0.61
C46 4.780 -0.730 5.634  0.42
C47 6.031 -1.577 5.216  -0.62
O12 6.951 -1.691 6.320  -0.40
C48 8.375 -1.888 6.104  -0.77
N12 5.310 0.639 5.895  -0.46
H122 4.218 -0.033 3.664  -0.34
H123 2.977 0.304 4.882  0.38
H124 3.376 -1.409 4.305  0.36
H125 4.402 -1.277 6.496  0.21
H126 6.450 -1.167 4.297  0.06
H127 5.732 -2.584 4.925  0.48
H128 8.714 -2.521 5.284  0.31
H129 8.870 -2.356 6.954  0.30
H130 8.862 -0.916 6.025  0.29
H131 4.578 1.256 6.220  0.12
H132 6.037 0.429 6.563  0.29
C49 -4.203 -5.844 -3.987  -1.62
C50 -4.598 -4.877 -5.085  0.75
C51 -4.370 -5.401 -6.538  -0.71
O13 -2.980 -5.605 -6.908  -0.33
C52 -2.821 -5.678 -8.354  -0.76
N13 -6.006 -4.470 -4.961  -0.60
H133 -3.117 -5.907 -4.057  0.38
H134 -4.594 -6.854 -4.105  0.33
H135 -4.546 -5.515 -3.005  0.44
H136 -3.949 -4.032 -4.854  -0.01
H137 -4.835 -4.825 -7.339  0.45
H138 -4.709 -6.436 -6.584  0.33
H139 -2.018 -6.401 -8.497  0.24
H140 -2.473 -4.732 -8.770  0.26
H141 -3.792 -5.909 -8.792  0.39
H142 -6.600 -5.133 -5.438  0.28
H143 -6.266 -4.570 -3.990  0.22


(2)
This record from OMol25 describes a molecular structure, C52H36BrF4NO3P2SSe2Tl. The level of theory is ωB97M-V/def2-TZVPD.

Computed properties:
Charge ... +1
Relative energy (zero: lowest compared OMol25 entry of this formula, charge and spin) ... 0.0 kJ/mol

Last column: Mulliken charge in e.
Element x y z (Å)
Tl1 0.264 0.137 0.077  1.25
O1 0.780 -3.803 -1.288  -0.68
C1 0.729 -2.597 -1.174  -0.21
O2 -0.189 -1.923 -0.549  -0.42
C2 1.831 -1.781 -1.840  0.93
C3 2.510 -2.347 -2.936  -1.16
C4 3.503 -1.630 -3.528  -1.37
C5 3.866 -0.365 -3.009  1.31
C6 4.926 0.403 -3.551  -0.98
C7 5.258 1.605 -2.999  -1.10
C8 4.546 2.091 -1.878  -1.03
C9 3.517 1.374 -1.338  0.90
C10 3.152 0.130 -1.899  -0.41
N1 2.123 -0.597 -1.348  1.09
H1 2.215 -3.331 -3.271  0.70
H2 4.032 -2.021 -4.391  0.50
H3 5.471 0.013 -4.403  0.48
H4 6.071 2.189 -3.413  0.49
H5 4.821 3.042 -1.439  0.58
H6 2.981 1.740 -0.474  0.21
Se1 0.564 2.836 0.447  -0.33
P1 -0.162 2.935 -1.634  0.26
Se2 -0.780 0.971 -2.333  -0.62
C11 1.163 3.607 -2.668  1.08
C12 1.901 4.696 -2.204  -0.35
C13 2.924 5.220 -2.976  -0.86
C14 3.230 4.650 -4.206  -0.46
C15 2.506 3.560 -4.666  -0.77
C16 1.470 3.036 -3.901  -0.48
C17 -1.540 4.101 -1.672  1.17
C18 -1.375 5.362 -1.097  -0.34
C19 -2.421 6.269 -1.107  -0.79
C20 -3.639 5.919 -1.680  -0.48
C21 -3.809 4.663 -2.242  -0.75
C22 -2.761 3.750 -2.240  -0.33
H7 1.687 5.131 -1.235  0.23
H8 3.490 6.071 -2.615  0.43
H9 4.035 5.057 -4.805  0.44
H10 2.746 3.110 -5.622  0.45
H11 0.906 2.187 -4.262  0.37
H12 -0.438 5.636 -0.629  0.25
H13 -2.290 7.248 -0.663  0.42
H14 -4.457 6.629 -1.685  0.41
H15 -4.759 4.386 -2.680  0.43
H16 -2.897 2.768 -2.673  0.28
F1 -6.565 1.737 3.556  -0.28
C23 -5.333 1.325 3.314  0.49
C24 -4.418 1.245 4.340  0.34
F2 -4.776 1.575 5.572  -0.28
C25 -3.132 0.817 4.078  0.05
F3 -2.316 0.761 5.133  -0.42
C26 -2.709 0.459 2.800  0.54
P2 -0.999 -0.169 2.520  0.27
C27 -1.100 -1.855 3.165  0.74
C28 -1.122 -2.110 4.538  0.02
C29 -1.263 -3.413 4.991  -1.05
C30 -1.378 -4.460 4.083  -0.56
C31 -1.353 -4.206 2.719  -0.71
C32 -1.214 -2.903 2.254  -0.48
C33 0.021 0.840 3.626  1.18
C34 1.073 0.294 4.359  -0.85
C35 1.885 1.117 5.126  -0.62
C36 1.663 2.489 5.153  -0.82
C37 0.619 3.037 4.419  -0.80
C38 -0.202 2.216 3.658  -0.90
C39 -3.671 0.525 1.782  -0.11
Br1 -3.315 -0.012 0.018  -0.06
C40 -4.955 0.961 2.038  0.28
F4 -5.864 1.036 1.070  -0.32
H17 -1.019 -1.303 5.252  0.43
H18 -1.284 -3.609 6.056  0.48
H19 -1.487 -5.477 4.443  0.43
H20 -1.427 -5.019 2.007  0.53
H21 -1.172 -2.716 1.188  0.28
H22 1.262 -0.773 4.329  0.15
H23 2.692 0.684 5.705  0.52
H24 2.297 3.130 5.753  0.42
H25 0.438 4.104 4.440  0.50
H26 -1.028 2.648 3.108  0.61
O3 1.708 -1.005 1.778  0.12
S1 2.901 -1.870 1.375  0.74
C41 3.358 -2.726 2.878  0.53
C42 4.681 -3.019 3.182  -0.86
C43 4.958 -3.744 4.331  -0.72
C44 3.927 -4.170 5.160  -0.70
C45 2.608 -3.880 4.836  -0.57
C46 2.315 -3.162 3.685  0.25
C47 4.261 -0.742 1.214  0.44
C48 5.292 -1.067 0.344  -0.25
C49 6.364 -0.192 0.223  -0.85
C50 6.378 0.989 0.957  -0.65
C51 5.321 1.309 1.803  -0.72
C52 4.248 0.440 1.937  -0.16
H27 5.492 -2.687 2.547  0.38
H28 5.986 -3.970 4.584  0.42
H29 4.154 -4.733 6.057  0.40
H30 1.800 -4.215 5.473  0.46
H31 1.288 -2.942 3.414  -0.08
H32 5.251 -1.982 -0.240  0.49
H33 7.181 -0.427 -0.448  0.49
H34 7.218 1.667 0.865  0.43
H35 5.332 2.239 2.360  0.47
H36 3.408 0.672 2.584  0.24


(3)
This record from OMol25 describes 7 unconnected molecules or ions with the total composition C52H40N2O26. The level of theory is ωB97M-V/def2-TZVPD.

Computed properties:
Charge ... 0

Last column: Mulliken charge in e.
Element x y z (Å)
H1 -2.085 -2.992 -3.396  0.19
N1 -3.047 -2.908 -3.020  -0.59
C1 -3.000 -3.448 -1.862  0.74
C2 -4.284 -3.462 -0.968  -1.33
C3 -1.642 -4.057 -1.318  -0.83
C4 -0.518 -3.007 -1.199  0.15
C5 -0.779 -1.729 -0.522  0.65
N2 -2.055 -1.412 0.051  -0.28
C6 0.256 -0.691 -0.349  -1.10
C7 1.582 -0.937 -0.855  0.05
C8 1.910 -2.206 -1.551  0.67
C9 0.856 -3.206 -1.699  0.21
C10 1.217 -4.548 -2.387  -1.14
C11 2.063 -5.386 -1.361  -0.53
C12 1.526 -5.591 -0.098  -0.83
C13 3.339 -2.359 -2.053  0.89
O1 3.846 -3.386 -2.468  -0.71
C14 4.269 -1.112 -1.997  -0.54
C15 3.968 0.029 -1.327  -0.72
C16 2.633 0.178 -0.599  0.35
O2 2.394 1.088 0.170  -0.55
H2 -5.186 -3.792 -1.525  0.39
H3 -4.489 -2.412 -0.632  0.25
H4 -4.153 -4.069 -0.043  0.30
H5 -1.408 -4.909 -1.992  0.19
H6 -1.831 -4.514 -0.309  0.38
H7 -2.338 -2.164 0.674  0.26
H8 -1.990 -0.515 0.521  0.16
H9 0.061 0.272 0.163  0.37
H10 0.354 -5.113 -2.790  0.62
H11 1.876 -4.317 -3.264  0.50
H12 3.070 -5.772 -1.630  0.75
H13 1.409 -6.623 0.294  0.24
H14 1.166 -4.725 0.506  0.27
H15 5.250 -1.164 -2.511  0.39
H16 4.681 0.874 -1.294  0.39
O3 7.169 -7.293 3.468  -0.61
C17 6.798 -6.358 2.783  0.98
C18 5.923 -6.525 1.625  -0.87
C19 5.557 -5.466 0.894  0.23
O4 4.752 -5.591 -0.173  -0.42
C20 6.027 -4.087 1.227  1.00
O5 5.684 -3.155 0.524  -0.46
C21 6.883 -3.918 2.400  -1.11
C22 7.245 -4.975 3.131  0.35
O6 8.030 -4.848 4.216  -0.57
H17 5.592 -7.527 1.393  0.44
H18 4.641 -4.685 -0.526  0.22
H19 7.202 -2.913 2.641  0.43
H20 8.144 -5.753 4.562  0.35
O7 -3.378 3.104 2.974  -0.65
C23 -2.221 3.147 3.346  1.13
C24 -1.723 4.170 4.264  -0.93
C25 -0.439 4.182 4.630  0.16
O8 0.049 5.111 5.476  -0.64
C26 0.528 3.166 4.120  0.98
O9 1.693 3.226 4.465  -0.69
C27 0.024 2.129 3.220  -1.17
C28 -1.259 2.116 2.858  0.27
O10 -1.754 1.170 2.031  -0.44
H21 -2.432 4.902 4.625  0.48
H22 0.998 4.904 5.578  0.47
H23 0.730 1.387 2.871  0.55
H24 -2.700 1.385 1.926  0.33
O11 -0.488 1.250 6.034  -0.47
C29 0.037 0.645 6.952  0.98
C30 0.063 -0.814 7.019  -1.07
C31 0.637 -1.433 8.055  0.36
O12 0.677 -2.773 8.141  -0.57
C32 1.266 -0.667 9.173  0.97
O13 1.761 -1.273 10.103  -0.60
C33 1.261 0.793 9.093  -0.84
C34 0.690 1.412 8.057  0.34
O14 0.674 2.753 7.960  -0.59
H25 -0.397 -1.357 6.206  0.46
H26 1.141 -2.967 8.976  0.35
H27 1.735 1.336 9.900  0.44
H28 0.204 2.951 7.130  0.29
O15 -1.172 -2.460 -5.274  -0.66
C35 -1.363 -1.529 -6.033  0.99
C36 -1.217 -0.135 -5.621  -0.79
C37 -1.454 0.853 -6.486  0.21
O16 -1.325 2.146 -6.135  -0.60
C38 -1.878 0.575 -7.890  0.60
O17 -2.103 1.508 -8.645  -0.68
C39 -1.999 -0.818 -8.308  -0.60
C40 -1.757 -1.806 -7.445  0.43
O18 -1.860 -3.098 -7.805  -0.62
H29 -0.913 0.053 -4.600  0.59
H30 -1.554 2.657 -6.933  0.35
H31 -2.288 -1.006 -9.333  0.40
H32 -1.638 -3.609 -7.005  0.33
O19 1.949 7.185 4.885  -0.55
C41 1.752 8.106 4.116  1.00
C42 1.891 9.507 4.507  -1.00
C43 1.646 10.483 3.628  0.31
O20 1.768 11.779 3.960  -0.57
C44 1.221 10.183 2.227  0.97
O21 0.991 11.104 1.466  -0.60
C45 1.105 8.781 1.829  -0.81
C46 1.354 7.806 2.707  0.34
O22 1.257 6.508 2.368  -0.55
H33 2.197 9.711 5.524  0.43
H34 1.535 12.277 3.155  0.35
H35 0.814 8.577 0.808  0.44
H36 1.486 6.011 3.175  0.27
O23 -9.301 1.206 -7.120  -0.61
C47 -8.118 0.928 -7.071  0.93
C48 -7.148 1.432 -8.039  -0.81
C49 -5.858 1.087 -7.955  0.38
O24 -4.962 1.549 -8.843  -0.63
C50 -5.364 0.172 -6.871  0.65
O25 -4.187 -0.152 -6.816  -0.18
C51 -6.336 -0.310 -5.891  -1.24
C52 -7.622 0.041 -5.978  0.44
O26 -8.531 -0.388 -5.087  -0.57
H37 -7.518 2.087 -8.815  0.45
H38 -4.101 1.171 -8.588  0.22
H39 -5.967 -0.955 -5.104  0.60
H40 -9.378 0.003 -5.371  0.34


LUMO level readings, ordered: 0.25 -3.54 -1.81 eV
Gap between HOMO and LUMO readings, ordered: 8.782 7.392 6.425 eV
F_max readings, ordered: 3.7 0.4 2.9 eV Å⁻¹